(1)
The following is a DFT calculation (the ωB97M-V functional and the def2-TZVPD basis) of 7 unconnected molecules or ions with the total composition C24H37F16N2O14S3 in a non-equilibrium geometry.

Positions of all 96 atoms, in Å:
N1 -20.963 2.324 7.874
O1 -20.710 3.534 7.663
O2 -20.038 1.503 7.887
O3 -22.134 1.963 8.130
O4 -19.966 5.337 3.993
S1 -18.983 6.079 4.762
O5 -17.627 5.576 4.902
O6 -18.920 7.653 4.252
C1 -17.924 8.485 4.846
C2 -16.690 8.645 3.932
C3 -19.733 6.331 6.393
H1 -17.692 8.285 5.892
H2 -18.400 9.467 4.823
H3 -16.308 9.665 3.947
H4 -17.115 8.449 2.946
H5 -15.854 7.954 4.031
H6 -19.080 5.794 7.078
H7 -20.700 5.831 6.451
H8 -19.944 7.395 6.466
O7 -17.791 1.380 1.704
S2 -18.085 1.782 3.057
O8 -19.408 2.202 3.424
O9 -17.631 0.536 4.058
C4 -18.068 0.520 5.433
C5 -19.048 -0.648 5.653
C6 -16.814 2.966 3.528
H9 -18.491 1.483 5.725
H10 -17.280 0.372 6.174
H11 -18.558 -1.566 5.330
H12 -19.965 -0.493 5.086
H13 -19.250 -0.662 6.724
H14 -17.102 3.830 2.928
H15 -15.849 2.552 3.252
H16 -16.908 3.282 4.564
O10 -23.394 -4.611 5.435
S3 -23.938 -3.354 4.955
O11 -25.228 -3.197 4.307
O12 -23.825 -2.389 6.291
C7 -22.737 -2.462 7.133
C8 -22.195 -1.067 7.332
C9 -22.749 -2.487 3.919
H17 -21.932 -3.190 6.988
H18 -23.157 -2.951 8.023
H19 -22.890 -0.335 7.740
H20 -21.886 -0.629 6.380
H21 -21.267 -1.025 7.904
H22 -21.747 -2.811 4.199
H23 -22.903 -1.413 3.948
H24 -22.813 -2.909 2.915
N2 -17.321 -1.932 8.958
C10 -18.309 -1.208 9.463
C11 -19.190 -1.653 10.487
C12 -18.955 -2.949 11.001
C13 -17.836 -3.652 10.559
C14 -17.089 -3.079 9.549
H25 -18.452 -0.246 8.985
H26 -20.113 -1.115 10.646
H27 -19.730 -3.437 11.575
H28 -17.586 -4.686 10.748
H29 -16.286 -3.653 9.097
C15 -19.176 3.548 11.064
C16 -20.657 3.532 11.467
C17 -20.916 4.003 12.875
F1 -20.436 3.234 13.876
F2 -20.515 5.290 13.030
F3 -21.257 4.417 10.642
F4 -21.110 2.291 11.204
O13 -18.399 2.591 11.774
C18 -17.177 2.209 11.181
C19 -16.511 1.032 11.946
F5 -17.123 -0.144 11.990
F6 -15.209 0.830 11.588
F7 -17.377 1.790 9.929
F8 -16.393 3.296 11.166
H30 -18.819 4.545 11.326
H31 -19.155 3.247 10.015
H32 -21.993 4.035 13.071
H33 -16.373 1.407 12.966
C20 -23.690 5.253 9.024
C21 -23.350 6.732 8.838
C22 -22.334 7.232 9.877
F9 -22.652 6.834 11.147
F10 -21.033 7.079 9.613
F11 -22.885 7.038 7.636
F12 -24.527 7.434 8.935
O14 -24.469 4.529 8.061
C23 -25.844 4.767 7.861
C24 -26.352 3.735 6.882
F13 -26.218 2.530 7.504
F14 -27.675 3.872 6.652
F15 -26.460 4.583 9.032
F16 -26.002 6.008 7.380
H34 -23.996 5.121 10.063
H35 -22.771 4.665 8.983
H36 -22.486 8.317 9.932
H37 -25.887 3.553 5.911

Output
Total energy (hartree): -4891.85523
HOMO energy (Ha): -0.2142
Net charge: -1
ΔE to the lowest compared entry with this formula, charge and spin (kcal per mole): 0.0


(2)
The following is a DFT calculation (the ωB97M-V functional and the def2-TZVPD basis) of C24H37FN2O2 in the gas phase.

Positions of all 66 atoms, in Å:
C1 -0.062 5.362 -3.497
C2 0.689 4.488 -2.533
C3 0.948 3.150 -2.790
C4 1.655 2.358 -1.891
C5 2.030 0.938 -2.197
O1 3.181 0.571 -2.019
N1 1.068 0.096 -2.677
C6 1.490 -1.205 -3.150
C7 -0.357 0.241 -2.426
C8 -0.845 -0.620 -1.263
C9 -0.161 -0.266 0.049
C10 -0.661 -1.099 1.220
C11 -0.006 -0.706 2.535
C12 -0.430 -1.580 3.707
N2 -1.856 -1.529 3.967
C13 -2.427 -0.500 4.640
O2 -1.766 0.425 5.081
C14 -3.938 -0.510 4.811
C15 -4.724 -1.762 4.436
C16 -4.426 -2.915 5.398
C17 -5.150 -4.196 5.008
C18 -6.652 -3.967 4.898
C19 -6.963 -2.792 3.981
C20 -6.241 -1.513 4.401
C21 -6.647 -0.362 3.489
C22 2.134 2.921 -0.719
C23 1.872 4.248 -0.428
C24 1.155 5.001 -1.334
F1 0.906 6.296 -1.053
H1 -1.017 5.676 -3.074
H2 0.502 6.268 -3.722
H3 -0.251 4.835 -4.430
H4 0.610 2.727 -3.729
H5 2.543 -1.171 -3.407
H6 1.352 -1.983 -2.394
H7 0.909 -1.471 -4.036
H8 -0.580 1.279 -2.195
H9 -0.904 -0.014 -3.339
H10 -1.926 -0.473 -1.166
H11 -0.703 -1.682 -1.484
H12 0.922 -0.401 -0.051
H13 -0.319 0.797 0.264
H14 -1.747 -0.988 1.306
H15 -0.470 -2.161 1.016
H16 1.083 -0.765 2.436
H17 -0.242 0.335 2.772
H18 -0.171 -2.623 3.511
H19 0.097 -1.272 4.609
H20 -2.438 -2.272 3.627
H21 -4.138 -0.234 5.849
H22 -4.269 0.335 4.204
H23 -4.446 -2.070 3.415
H24 -3.351 -3.101 5.464
H25 -4.731 -2.611 6.407
H26 -4.764 -4.553 4.046
H27 -4.941 -4.981 5.739
H28 -7.147 -4.871 4.535
H29 -7.060 -3.764 5.894
H30 -6.679 -3.040 2.950
H31 -8.042 -2.610 3.962
H32 -6.559 -1.273 5.425
H33 -6.242 -0.498 2.482
H34 -7.734 -0.310 3.404
H35 -6.309 0.604 3.862
H36 2.718 2.320 -0.036
H37 2.226 4.704 0.488

Output
Total energy (hartree): -1296.63620
HOMO energy (Ha): -0.3338
Net charge: 0
ΔE to the lowest compared entry with this formula, charge and spin (kcal per mole): 8.3
SMILES: Cc1cc(C(=O)N(C)CCCCCCNC(=O)C[C@H]2CCCC[C@@H]2C)ccc1F


(3)
The following is a DFT calculation (the ωB97M-V functional and the def2-TZVPD basis) of a molecular structure, C24H37IrN9O3P in a non-equilibrium geometry.

Positions of all 75 atoms, in Å:
Ir1 2.624 3.098 0.971
O1 0.676 3.227 1.237
C1 -0.170 3.694 0.347
C2 -1.409 3.150 0.166
C3 -2.192 3.543 -0.911
C4 -1.816 4.562 -1.791
C5 -0.546 5.091 -1.644
C6 0.220 4.795 -0.466
C7 1.468 5.435 -0.355
N1 2.581 5.084 0.398
C8 3.596 6.002 0.022
C9 3.124 6.801 -1.006
N2 1.789 6.476 -1.186
H1 -1.726 2.322 0.829
H2 -3.174 3.113 -1.017
H3 -2.502 4.780 -2.585
H4 -0.273 5.897 -2.314
H5 4.535 6.020 0.565
H6 3.741 7.364 -1.702
H7 1.111 6.838 -1.830
N3 4.198 -3.467 1.959
C10 3.023 -2.970 2.378
O2 2.187 -3.664 2.970
C11 2.922 -1.476 2.085
C12 3.154 -1.038 0.764
C13 3.022 0.355 0.519
N4 2.639 1.214 1.482
C14 2.316 0.760 2.744
C15 2.429 -0.602 3.035
H8 4.493 -4.423 2.069
H9 4.967 -2.919 1.561
H10 3.576 -1.710 0.060
H11 3.160 0.754 -0.484
H12 2.025 1.495 3.483
H13 2.044 -1.016 3.994
C16 -2.790 -5.653 0.134
N5 -3.875 -4.823 -0.351
C17 -4.538 -5.315 -1.580
P1 -3.964 -3.274 0.258
O3 -2.848 -3.076 1.209
N6 -3.835 -2.170 -0.987
C18 -4.999 -1.837 -1.827
C19 -2.533 -1.751 -1.579
N7 -5.570 -3.225 0.704
C20 -6.317 -4.448 1.121
C21 -6.084 -1.949 1.182
H14 -2.964 -5.756 1.215
H15 -1.787 -5.283 0.026
H16 -2.975 -6.671 -0.346
H17 -3.967 -5.105 -2.505
H18 -5.543 -4.871 -1.626
H19 -4.723 -6.365 -1.465
H20 -5.945 -2.167 -1.359
H21 -4.897 -2.257 -2.815
H22 -5.013 -0.729 -1.961
H23 -1.663 -1.948 -0.911
H24 -2.503 -0.640 -1.717
H25 -2.294 -2.193 -2.591
H26 -5.683 -5.294 0.822
H27 -7.306 -4.505 0.645
H28 -6.435 -4.380 2.208
H29 -5.504 -1.048 0.841
H30 -6.308 -1.945 2.273
H31 -7.142 -1.819 0.810
C22 7.115 1.581 0.614
N8 6.359 2.210 -0.597
C23 6.700 1.982 -2.021
C24 5.342 2.895 -0.101
N9 4.351 3.167 0.478
H32 7.287 2.332 1.382
H33 8.101 1.134 0.334
H34 6.542 0.752 1.000
H35 5.800 2.164 -2.716
H36 7.146 0.977 -2.236
H37 7.447 2.716 -2.306

Output
Total energy (hartree): -2099.79460
HOMO energy (spin up / spin down) (Ha): -0.4454 / -0.5580
Net charge: +3
Spin multiplicity: 6
ΔE to the lowest compared entry with this formula, charge and spin (kcal per mole): 24.5
<S²>: 8.8278


(4)
The following is a DFT calculation (the ωB97M-V functional and the def2-TZVPD basis) of a molecular structure, C24H37N2SSn in a non-equilibrium geometry.

Positions of all 65 atoms, in Å:
C1 -0.178 2.490 -1.006
C2 -1.510 1.991 -0.989
C3 -1.629 1.014 -2.018
C4 -0.371 0.920 -2.680
C5 0.530 1.819 -2.048
Sn1 0.616 -0.092 0.681
C6 0.272 -3.744 -0.409
C7 0.945 -2.922 0.345
H1 1.134 -3.178 1.375
C8 1.743 -1.866 -0.281
H2 1.649 -1.716 -1.346
H3 2.733 -1.764 0.101
C9 -0.594 -4.973 0.260
H4 -0.683 -4.926 1.365
H5 -1.566 -5.274 -0.177
H6 0.202 -5.665 -0.022
C10 -0.498 -3.245 -1.786
H7 -0.660 -2.143 -1.921
H8 0.360 -3.600 -2.381
H9 -1.424 -3.784 -2.082
C11 -2.572 2.431 -0.059
H10 -2.233 2.395 0.988
H11 -2.874 3.470 -0.271
H12 -3.463 1.801 -0.149
C12 -2.864 0.270 -2.344
H13 -3.357 -0.095 -1.434
H14 -3.585 0.912 -2.880
H15 -2.649 -0.596 -2.981
C13 -0.039 0.069 -3.844
H16 -0.884 -0.568 -4.123
H17 0.216 0.691 -4.717
H18 0.829 -0.577 -3.641
C14 1.939 2.066 -2.428
H19 2.312 1.278 -3.094
H20 2.035 3.025 -2.963
H21 2.601 2.117 -1.549
C15 0.366 3.526 -0.097
H22 1.464 3.506 -0.063
H23 0.071 4.529 -0.447
H24 -0.011 3.417 0.930
C16 -2.221 -0.896 1.525
C17 -2.165 -2.415 0.843
C18 -3.284 -0.479 1.819
C19 -3.136 -2.679 0.001
H25 -0.991 -2.851 1.135
C20 -4.396 -0.904 1.029
H26 -2.992 0.214 2.629
C21 -4.341 -1.955 0.090
H27 -3.240 -3.571 -0.817
H28 -5.215 -0.288 1.280
H29 -5.205 -2.104 -0.402
C22 3.556 2.354 4.687
N1 2.569 2.034 3.633
C23 2.850 1.009 2.763
S1 1.917 -0.468 2.815
N2 3.890 1.136 1.936
C24 4.634 2.383 1.722
H30 4.572 2.329 4.283
H31 3.477 1.648 5.528
H32 3.334 3.361 5.054
H33 1.634 1.922 4.033
H34 4.038 0.360 1.291
H35 5.623 2.328 2.205
H36 4.776 2.534 0.645
H37 4.072 3.231 2.129

Output
Total energy (hartree): -1658.07491
HOMO energy (spin up / spin down) (Ha): -0.3609 / -0.3561
Net charge: +1
ΔE to the lowest compared entry with this formula, charge and spin (kcal per mole): 202.6


(5)
The following is a DFT calculation (the ωB97M-V functional and the def2-TZVPD basis) of 7 unconnected molecules or ions with the total composition C24H37N5O2S2 in a non-equilibrium geometry.

Positions of all 70 atoms, in Å:
C1 10.988 23.842 26.256
S1 10.329 23.021 27.734
O1 9.221 23.983 28.132
C2 9.482 21.631 26.874
H1 11.961 23.414 26.016
H2 10.952 24.924 26.385
H3 10.312 23.531 25.459
H4 8.492 21.955 26.554
H5 9.285 20.805 27.558
H6 10.111 21.348 26.030
C3 10.868 23.107 18.340
S2 12.127 23.846 19.519
O2 11.373 24.322 20.725
C4 12.909 22.293 19.944
H7 10.267 22.287 18.734
H8 11.394 22.775 17.444
H9 10.240 23.912 17.959
H10 13.292 21.673 19.133
H11 12.068 21.688 20.284
H12 13.629 22.394 20.756
N1 17.253 21.220 11.463
C5 17.249 20.310 12.471
C6 16.204 20.629 13.341
C7 15.433 21.691 12.800
C8 16.057 21.974 11.612
H13 17.945 21.243 10.727
H14 18.052 19.592 12.546
H15 15.930 20.096 14.239
H16 14.527 22.170 13.142
H17 15.754 22.692 10.864
N2 16.429 14.825 19.123
C9 16.297 16.224 19.230
C10 17.426 16.856 18.742
C11 18.356 15.844 18.454
C12 17.717 14.608 18.782
H18 15.825 14.144 19.562
H19 15.361 16.608 19.608
H20 17.673 17.885 18.529
H21 19.366 16.094 18.165
H22 18.053 13.585 18.875
N3 10.451 29.444 23.300
C13 9.713 29.282 24.424
C14 9.754 30.460 25.120
C15 10.507 31.370 24.385
C16 11.091 30.630 23.315
H23 10.648 28.693 22.655
H24 9.204 28.359 24.661
H25 9.254 30.804 26.013
H26 10.723 32.420 24.514
H27 11.774 30.963 22.548
N4 5.785 21.027 22.167
C17 6.678 21.961 21.771
C18 5.945 22.966 21.135
C19 4.549 22.648 21.269
C20 4.501 21.364 21.894
H28 5.992 20.129 22.581
H29 7.736 21.867 21.969
H30 6.490 23.765 20.654
H31 3.694 23.182 20.883
H32 3.654 20.720 22.080
N5 4.624 28.321 18.913
C21 4.236 27.666 17.800
C22 5.353 27.587 16.971
C23 6.408 28.238 17.572
C24 5.900 28.692 18.767
H33 4.016 28.436 19.711
H34 3.251 27.253 17.634
H35 5.315 27.119 15.998
H36 7.388 28.487 17.194
H37 6.404 29.114 19.624

Output
Total energy (hartree): -2157.13620
HOMO energy (Ha): -0.2888
Net charge: 0
ΔE to the lowest compared entry with this formula, charge and spin (kcal per mole): 60.8


(6)
The following is a DFT calculation (the ωB97M-V functional and the def2-TZVPD basis) of a molecular structure, C24H38AsIrN2O7PSSe2.

Positions of all 77 atoms, in Å:
Ir1 0.027 0.320 1.187
C1 -1.741 -1.182 5.913
N1 -0.798 -0.332 5.186
C2 -0.118 0.680 6.001
C3 -0.595 -0.387 3.884
O1 0.223 0.380 3.314
C4 -1.384 -1.444 3.107
O2 -1.147 -1.403 1.675
C5 -0.567 -2.606 1.111
C6 0.937 -2.436 1.200
O3 1.336 -1.291 1.584
N2 1.745 -3.432 0.989
C7 3.197 -3.239 1.033
C8 1.294 -4.749 0.540
H1 -1.315 -1.409 6.887
H2 -2.689 -0.663 6.062
H3 -1.923 -2.125 5.407
H4 0.411 0.185 6.814
H5 0.585 1.236 5.393
H6 -0.858 1.360 6.422
H7 -1.096 -2.424 3.487
H8 -2.453 -1.305 3.255
H9 -0.904 -3.458 1.699
H10 -0.917 -2.689 0.084
H11 3.425 -2.275 1.473
H12 3.632 -4.039 1.628
H13 3.591 -3.271 0.016
H14 0.227 -4.881 0.693
H15 1.513 -4.857 -0.521
H16 1.822 -5.514 1.105
Se1 -0.781 0.069 -1.104
P1 0.753 -0.672 -2.634
Se2 1.775 -2.405 -2.071
C9 -0.518 -0.931 -3.899
C10 -1.081 -2.195 -4.061
C11 -2.073 -2.389 -5.010
C12 -2.502 -1.327 -5.795
C13 -1.937 -0.068 -5.637
C14 -0.945 0.135 -4.691
C15 1.774 0.679 -3.224
C16 2.768 0.326 -4.138
C17 3.522 1.317 -4.744
C18 3.291 2.653 -4.437
C19 2.314 2.999 -3.516
C20 1.549 2.013 -2.913
H17 -0.720 -3.022 -3.464
H18 -2.501 -3.373 -5.148
H19 -3.267 -1.483 -6.543
H20 -2.257 0.753 -6.265
H21 -0.489 1.112 -4.587
H22 2.955 -0.716 -4.366
H23 4.292 1.046 -5.453
H24 3.883 3.425 -4.910
H25 2.157 4.037 -3.253
H26 0.799 2.279 -2.178
C21 -3.394 3.479 1.990
As1 -2.564 2.468 0.604
C22 -1.560 3.669 -0.486
C23 -3.932 1.522 -0.345
O4 -1.538 1.446 1.550
H27 -4.048 4.237 1.561
H28 -2.610 3.954 2.577
H29 -3.976 2.805 2.615
H30 -2.257 4.407 -0.883
H31 -1.086 3.126 -1.297
H32 -0.819 4.153 0.148
H33 -4.270 2.148 -1.171
H34 -4.757 1.341 0.341
H35 -3.541 0.589 -0.738
C24 3.311 1.594 2.102
S1 2.348 1.837 0.653
O5 2.865 2.929 -0.091
O6 2.187 0.520 0.015
O7 0.915 2.117 1.146
H36 4.323 1.359 1.780
H37 2.880 0.768 2.664
H38 3.306 2.518 2.676

Output
Total energy (hartree): -9455.51448
HOMO energy (spin up / spin down) (Ha): -0.4686 / -0.4682
Net charge: +2
Spin multiplicity: 2
ΔE to the lowest compared entry with this formula, charge and spin (kcal per mole): 36.6
<S²>: 0.7551


- Number 3 is which compound?
  C24H37IrN9O3P